{
  "formula": "CH2N2O2",
  "method": "the ωB97M-V functional and the def2-TZVPD basis",
  "symbols": ["C", "N", "N", "O", "O", "H", "H"],
  "coordinates": [[1.0585, 0.1867, 0.1925], [0.1772, -0.6748, 0.0691], [-1.1316, -0.3418, -0.2703], [-1.8982, -1.2375, -0.0783], [-1.3470, 0.7727, -0.6437], [2.1807, -0.0633, 0.5518], [0.9604, 1.3581, 0.1789]],
  "energy_ha": -299.128863,
  "gap_ev": 10.19,
  "smiles": "C=N[N+](=O)[O-]",
  "lumo_energy_ev": -0.775,
  "max_force_ev_per_a": 5.08,
  "homo_ev": -10.97,
  "total_charge": 0,
  "relative_energy_kcal_mol": 130.51
}